# 1
A cluster of 3 separate species, C3H12O3 in total in a non-equilibrium geometry. Source: OMol25; level of theory: wB97M-V/def2-TZVPD.

The geometry in ORCA input format:
```
! wB97M-V def2-TZVPD RIJCOSX def2/J DEFGRID3
* xyz 0 1
C 0.0227 1.1603 0.1042
O 1.2035 1.8765 0.5144
C 0.5358 0.0253 -0.9630
C -0.4431 -0.5969 -2.0297
H -1.0509 1.5452 -0.2356
H -0.2207 0.5818 1.0132
H 1.0419 2.7950 0.5673
H 0.9209 -0.8743 -0.3075
H 1.4399 0.3956 -1.5200
H -0.7801 -0.0053 -2.8590
H -1.4270 -0.9117 -1.5425
H -0.0281 -1.5015 -2.4411
H -3.0675 -2.3288 1.9027
H -3.1339 -2.2337 0.5307
O -3.5531 -1.7503 1.2399
H 2.5319 0.0298 2.3080
H 2.7202 1.1579 1.5381
O 3.2877 0.6350 2.1800
*
```

* Kohn-Sham gap: 11.23 eV
* max |F|: 0.0673 hartree/bohr
* SMILES: CCCO.O.O
* LUMO level: 0.50 eV

Mulliken population analysis, charges in e, atoms 1 to 2: -0.407, -0.465



# 2
A cluster of 3 separate species, C3H12O3 in total in a non-equilibrium geometry. Source: OMol25; level of theory: wB97M-V/def2-TZVPD.

The geometry in ORCA input format:
```
! wB97M-V def2-TZVPD RIJCOSX def2/J DEFGRID3
* xyz 1 2
C 1.3532 -3.5330 1.4814
O 0.7478 -2.8688 0.4205
H 1.5183 -4.5644 1.1696
H 2.2816 -3.0465 1.7804
H 0.7413 -3.6754 2.3721
H -0.1514 -3.1628 0.2572
C -1.5538 3.2095 -2.0035
O -0.8160 3.9074 -2.8965
H -1.2937 3.4094 -0.9640
H -2.6264 3.3529 -2.1336
H -1.3675 2.1386 -1.9223
H -0.4747 3.3292 -3.5827
C 0.0212 0.4812 1.1901
O 0.7346 0.0739 -0.0142
H -0.4232 -0.3790 1.6908
H 0.7845 0.7793 1.9088
H -0.7537 1.2290 1.0211
H 1.2779 -0.6806 0.2249
*
```

* Kohn-Sham gap (spin up / spin down): 9.32 / 2.55 eV
* max |F|: 0.0564 hartree/bohr
* LUMO level (spin up / spin down): -3.66 / -10.42 eV

Mulliken population analysis, charges in e, atoms 1 to 2: -0.545, -0.464



# 3
A structure of composition C3H12O3S2 in a non-equilibrium geometry. Source: OMol25; level of theory: wB97M-V/def2-TZVPD.

The geometry in ORCA input format:
```
! wB97M-V def2-TZVPD RIJCOSX def2/J DEFGRID3
* xyz 0 1
C 0.9594 0.6102 0.1343
C 0.4345 1.7659 0.8930
O -0.8122 1.3108 2.1728
C 0.8562 -0.6146 1.0109
S 2.1030 -1.8938 0.5591
S -1.2433 1.8293 -2.1601
H 0.3984 0.5408 -0.8165
H 2.0221 0.8628 -0.0920
H 0.9117 2.7416 0.7391
H 0.6941 1.5699 1.9968
H -0.7409 1.8537 1.0640
H 0.8271 -0.3792 2.1109
H -0.1497 -0.9938 0.7779
H -2.3474 2.1573 -2.9196
H -2.0257 0.6590 -0.5230
H -1.7677 0.4491 1.1004
O -2.1475 0.0116 0.2616
H 0.5208 -2.6986 -0.3785
H 0.0074 -3.7727 -1.4666
O -0.2412 -2.8882 -0.9602
*
```

* Kohn-Sham gap: 2.72 eV
* max |F|: 0.0778 hartree/bohr
* LUMO level: -5.46 eV

Mulliken population analysis, charges in e, atoms 1 to 2: 0.300, -0.913



# 4
A cluster of 4 separate species, C3H12O4 in total in a non-equilibrium geometry. Source: OMol25; level of theory: wB97M-V/def2-TZVPD.

The geometry in ORCA input format:
```
! wB97M-V def2-TZVPD RIJCOSX def2/J DEFGRID3
* xyz 0 1
C 1.3511 0.7929 -1.0424
O 0.2715 0.8370 -0.0583
C 2.6116 0.1722 -0.3764
C 2.5632 -0.9772 0.2397
H 1.1802 0.0441 -1.8957
H 1.5589 1.8593 -1.2912
H -0.5292 0.6025 -0.6448
H 3.3444 0.9341 -0.4166
H 3.2289 -1.5664 0.9255
H 1.5974 -1.5975 0.3200
H -0.9245 0.5185 2.9980
H -0.2019 0.4659 1.2831
O -0.9754 0.0835 2.0793
H -1.8794 -1.4377 1.0077
H -3.3215 -1.4085 1.2543
O -2.7445 -1.3685 0.5362
H -2.3219 1.4943 -1.8343
H -2.7764 0.0586 -1.2953
O -2.0325 0.4929 -1.7888
*
```

* Kohn-Sham gap: 10.78 eV
* max |F|: 0.0802 hartree/bohr
* SMILES: C=CCO.O.O.O
* LUMO level: 0.68 eV

Mulliken population analysis, charges in e, atoms 1 to 2: -0.332, -0.504



# 5
A cluster of 4 separate species, C3H12O4 in total in a non-equilibrium geometry. Source: OMol25; level of theory: wB97M-V/def2-TZVPD.

The geometry in ORCA input format:
```
! wB97M-V def2-TZVPD RIJCOSX def2/J DEFGRID3
* xyz 0 1
C 2.4009 -2.7750 -0.2558
C 1.0932 -2.1483 0.2154
C 0.7992 -0.8568 0.2357
O -0.3148 -0.2771 0.7865
H 2.4436 -3.2115 -1.2468
H 2.6030 -3.5138 0.5299
H 3.0451 -1.9435 -0.2176
H 0.2891 -2.8793 0.4720
H 1.6575 -0.1850 0.1603
H -0.0391 0.6814 1.0687
H -0.6168 2.9972 0.7352
H 0.8717 3.1454 0.9422
O 0.1386 2.6071 1.1590
H -2.9104 -0.3473 -0.7922
H -1.3534 0.1808 -0.7671
O -2.2723 0.3368 -1.1741
H -2.5057 1.9340 -0.4474
H -3.0852 3.2892 -0.8786
O -2.2443 2.9654 -0.5254
*
```

* Kohn-Sham gap: 9.55 eV
* max |F|: 0.0618 hartree/bohr
* SMILES: C/C=C/O.O.O.O
* LUMO level: 0.71 eV

Mulliken population analysis, charges in e, atoms 1 to 2: -1.005, -0.128



# 6
A cluster of 4 separate species, C3H12O4 in total in a non-equilibrium geometry. Source: OMol25; level of theory: wB97M-V/def2-TZVPD.

The geometry in ORCA input format:
```
! wB97M-V def2-TZVPD RIJCOSX def2/J DEFGRID3
* xyz 0 1
C -1.3058 0.0666 0.9632
O -0.4430 1.1316 1.3723
C -2.2482 0.5202 -0.1584
C -1.9154 0.8160 -1.3911
H -0.6814 -0.7598 0.6130
H -1.9291 -0.1555 1.8248
H -0.3039 1.7191 0.6322
H -3.2492 0.7376 0.2094
H -2.6448 1.1378 -2.1257
H -0.9017 0.7605 -1.7773
H 1.9968 0.1926 0.5628
H 2.7454 1.5067 0.3184
O 2.4154 0.7521 -0.1281
H 0.1205 -1.2228 -1.7908
H 1.4467 -0.4094 -1.4504
O 1.0592 -1.2605 -1.6535
H 1.3048 -2.4582 1.3950
H 1.3947 -1.7748 0.0737
O 1.2316 -1.5760 1.0104
*
```

* Kohn-Sham gap: 10.80 eV
* max |F|: 0.0339 hartree/bohr
* SMILES: C=CCO.O.O.O
* LUMO level: 0.70 eV

Mulliken population analysis, charges in e, atoms 1 to 2: -0.055, -0.499



# 7
A cluster of 2 separate species, C3H12P2Si in total in a non-equilibrium geometry. Source: OMol25; level of theory: wB97M-V/def2-TZVPD.

The geometry in ORCA input format:
```
! wB97M-V def2-TZVPD RIJCOSX def2/J DEFGRID3
* xyz 0 1
C 0.7420 0.2662 1.7184
C 0.8225 -2.0954 -1.2147
C 1.2896 2.0560 -0.8240
Si 0.3146 0.4105 -0.1557
P -2.5707 -0.7303 0.6971
P -1.8739 0.6927 -0.7375
H 1.8510 0.2774 1.8929
H 0.2343 1.0999 2.3430
H 0.2561 -0.7110 2.1262
H -0.0318 -2.7287 -0.8158
H 1.0006 -1.9913 -2.2414
H 1.7695 -2.5295 -0.7151
H 0.5830 2.7840 -1.2689
H 1.8034 2.4184 0.1180
H 2.1147 1.6240 -1.3188
H -2.7265 0.0079 1.8376
H -3.9330 -0.5217 0.2883
H -1.6456 -0.3290 -1.7296
*
```

* Kohn-Sham gap: 8.55 eV
* max |F|: 0.0829 hartree/bohr
* LUMO level: 0.42 eV

Mulliken population analysis, charges in e, atoms 1 to 2: -0.992, -1.034



# 8
A cluster of 2 separate species, C3H13BrSi3 in total in a non-equilibrium geometry. Source: OMol25; level of theory: wB97M-V/def2-TZVPD.

The geometry in ORCA input format:
```
! wB97M-V def2-TZVPD RIJCOSX def2/J DEFGRID3
* xyz 0 1
C -1.1425 0.5249 -0.8984
C 0.0956 -2.5181 -1.1639
C -1.2462 -1.4535 1.6383
Si 1.9437 3.4263 -0.0045
Si 1.6688 0.0970 0.7996
Si -0.2335 -0.9937 0.0172
Br 3.6079 -0.7884 -0.0854
H -0.4338 1.2566 -1.3515
H -1.7956 0.1051 -1.7505
H -1.7140 1.0081 -0.2062
H -0.5649 -3.4044 -0.8269
H -0.2473 -2.2809 -2.1304
H 1.1058 -2.7071 -1.2026
H -0.9179 -2.3747 1.9826
H -1.0868 -0.7192 2.3133
H -2.3012 -1.4453 1.4472
H 3.3375 3.5808 -0.3805
H 1.2634 4.5685 0.8968
H 1.1013 3.0887 -1.0912
H 2.0553 -0.4111 2.2897
*
```

* Kohn-Sham gap (spin up / spin down): 6.65 / 6.65 eV
* max |F|: 0.0853 hartree/bohr
* LUMO level (spin up / spin down): -1.19 / -1.19 eV

Mulliken population analysis, charges in e, atoms 1 to 2: -1.032, -1.091



| no. | energy (eV) |
| --- | --- |
| 1 | -9446.331 |
| 2 | -9435.893 |
| 3 | -31106.699 |
| 4 | -11493.214 |
| 5 | -11494.616 |
| 6 | -11494.629 |
| 7 | -29757.699 |
| 8 | -96994.939 |